[1]
Below is 2 unconnected molecules or ions with the total composition C15H18 in a non-equilibrium geometry, with properties calculated with ωB97M-V/def2-TZVPD.

Summary:
SMILES string: CCc1ccccc1.Cc1ccccc1
Energy relative to the best compared isomer or geometry (same formula, charge and spin) (kJ/mol): 245.3
Max |F| (eV Å⁻¹): 8.18
Orbital gap (eV): 9.616
E_HOMO (eV): -8.804
E_tot (eV): -15844.43756

```
! RIJCOSX wB97M-V def2-TZVPD def2/J DEFGRID3
* xyz 0 1
C 2.078 -3.285 2.537
C 1.794 -1.838 3.080
C 2.019 -0.740 2.079
C 2.284 0.575 2.424
C 2.570 1.623 1.540
C 2.663 1.245 0.226
C 2.009 0.063 -0.201
C 1.674 -0.933 0.709
H 3.156 -3.649 2.941
H 2.099 -3.216 1.441
H 1.611 -4.040 2.890
H 0.714 -1.743 3.344
H 2.297 -1.780 3.999
H 2.465 0.642 3.523
H 2.850 2.595 1.951
H 3.062 1.849 -0.643
H 1.577 -0.048 -1.239
H 1.260 -1.901 0.429
C -1.401 1.952 -0.116
C -2.073 1.070 -1.141
C -1.873 1.385 -2.519
C -2.422 0.658 -3.542
C -3.364 -0.323 -3.228
C -3.482 -0.719 -1.925
C -2.969 0.016 -0.870
H -1.563 1.647 0.999
H -1.875 2.939 -0.290
H -0.339 1.989 -0.377
H -1.305 2.162 -3.009
H -1.944 0.758 -4.495
H -3.806 -0.936 -4.059
H -4.017 -1.616 -1.807
H -3.280 -0.147 0.092
*
```

---

[2]
Below is a molecular structure, C2H4BrI in a non-equilibrium geometry, with properties calculated with ωB97M-V/def2-TZVPD.

Summary:
Energy relative to the best compared isomer or geometry (same formula, charge and spin) (kJ/mol): 87.5
Max |F| (eV Å⁻¹): 4.07
Orbital gap (eV): 9.789
E_HOMO (eV): -9.622
E_tot (eV): -80281.16814

```
! RIJCOSX wB97M-V def2-TZVPD def2/J DEFGRID3
* xyz 0 1
C 0.765 -0.357 -0.528
C -0.513 0.260 0.594
Br -1.938 -1.048 0.504
I -1.152 2.192 -0.059
H 0.346 -0.388 -1.520
H 1.572 0.363 -0.447
H 1.056 -1.325 -0.148
H -0.136 0.304 1.605
*
```

---

[3]
Below is 2 unconnected molecules or ions with the total composition C6H7N in a non-equilibrium geometry, with properties calculated with ωB97M-V/def2-TZVPD.

Summary:
Energy relative to the best compared isomer or geometry (same formula, charge and spin) (kJ/mol): 789.5
Max |F| (eV Å⁻¹): 4.75
Orbital gap (alpha / beta) (eV): 8.460 / 7.536
E_HOMO (alpha / beta) (eV): -8.312 / -8.902
E_tot (eV): -7817.46422

```
! RIJCOSX wB97M-V def2-TZVPD def2/J DEFGRID3
* xyz 0 1
C 2.760 0.964 -0.042
C 1.553 0.946 -0.104
C -1.152 0.816 -0.101
C -0.684 1.042 1.298
C 0.284 0.928 0.167
C -0.176 -2.263 -0.570
N -2.120 0.431 -0.765
H 3.795 1.248 -0.069
H -0.757 1.997 1.924
H -0.644 0.235 1.968
H -0.714 -1.618 0.152
H -0.201 -3.370 -0.474
H -0.037 -1.813 -1.606
H -1.907 0.458 -1.779
*
```